# 1
DFT (the ωB97M-V functional and the def2-TZVPD basis) results for one molecule with the formula ClH in a non-equilibrium geometry.

The value obtained for the relative energy (zero: lowest compared OMol25 entry of this formula, charge and spin) is 1.2 kcal per mole. Its lowest unoccupied orbital energy is 1.194 eV. The calculated total energy is -460.78889 a.u. The value obtained for the HOMO-LUMO gap is 13.1 eV. The SMILES is Cl.

Each line ends with the natural charge from an NBO analysis.
Atoms and positions in Å:
Cl 0.000 0.000 0.068  -0.249
H 0.000 0.000 -1.156  0.249

=====

# 2
DFT (the ωB97M-V functional and the def2-TZVPD basis) results for a 8-piece molecular cluster, ClH14O11 overall in a non-equilibrium geometry.

The value obtained for the relative energy (zero: lowest compared OMol25 entry of this formula, charge and spin) is 0.0 kcal per mole. Its lowest unoccupied orbital energy (alpha / beta) is -0.187 / -6.890 eV. The multiplicity is 2. The calculated total energy is -1295.81039 a.u. The value obtained for the HOMO-LUMO gap (alpha / beta) is 11.0 / 4.0 eV. Its expectation value of S² is 0.762.

Each line ends with the Löwdin spin population.
Atoms and positions in Å:
Cl -21.526 -4.233 -21.801  -0.062
O -22.344 -5.378 -21.410  0.494
O -21.190 -4.388 -23.224  -0.005
O -22.315 -3.039 -21.557  0.262
O -20.387 -4.219 -20.922  0.218
O -23.583 -6.244 -18.448  0.001
H -22.814 -6.307 -17.881  0.000
H -23.245 -6.403 -19.329  -0.001
O -19.868 -7.076 -19.732  0.002
H -19.938 -6.175 -20.047  -0.001
H -20.352 -7.594 -20.375  0.000
O -17.571 -4.234 -23.303  0.000
H -18.314 -4.326 -23.900  0.000
H -17.968 -4.151 -22.436  0.000
O -21.992 -7.517 -23.467  0.000
H -22.090 -7.563 -24.418  0.000
H -21.763 -6.604 -23.293  0.000
O -25.313 -1.877 -21.625  0.000
H -25.374 -1.014 -22.035  0.000
H -24.377 -2.002 -21.468  0.000
O -24.918 -4.871 -23.185  0.000
H -25.274 -4.813 -24.071  0.000
H -24.476 -4.033 -23.048  -0.001
O -25.275 -6.653 -21.301  0.093
H -25.296 -7.506 -21.734  0.001
H -24.961 -6.050 -21.975  -0.001

=====

# 3
DFT (the ωB97M-V functional and the def2-TZVPD basis) results for ClH16O8 as an isolated structure in a non-equilibrium geometry.

The value obtained for the relative energy (zero: lowest compared OMol25 entry of this formula, charge and spin) is 132.9 kcal per mole. Its lowest unoccupied orbital energy is 3.098 eV. The calculated total energy is -1071.64476 a.u. The value obtained for the HOMO-LUMO gap is 9.5 eV. The total charge is -1.

Each line ends with the natural charge from an NBO analysis.
Atoms and positions in Å:
Cl 3.689 21.411 -10.039  -0.567
O 5.248 19.407 -8.681  -0.948
H 5.079 19.827 -9.524  0.456
H 4.649 18.660 -8.661  0.472
O 3.933 23.791 -11.138  -0.987
H 3.559 24.377 -10.479  0.471
H 4.012 22.948 -10.692  0.395
O 3.590 21.114 -7.419  -0.978
H 3.688 21.389 -8.331  0.434
H 4.467 20.830 -7.160  0.469
O 5.477 21.264 -12.274  -0.931
H 5.729 20.616 -11.616  0.434
H 4.665 21.644 -11.938  0.482
O 3.759 19.080 -11.521  -0.954
H 3.918 19.902 -11.055  0.457
H 4.604 18.630 -11.506  0.460
O 2.147 19.346 -9.917  -0.994
H 2.767 18.793 -10.393  0.469
H 2.265 20.218 -10.293  0.450
O 6.116 22.244 -9.317  -0.960
H 6.573 21.612 -9.872  0.446
H 5.197 22.166 -9.572  0.436
O 2.202 23.932 -9.826  -0.941
H 2.322 24.208 -8.918  0.458
H 2.872 23.263 -9.965  0.471

=====

# 4
DFT (the ωB97M-V functional and the def2-TZVPD basis) results for an isolated ion of composition ClH2NO2P and charge -1 in a non-equilibrium geometry.

The value obtained for the relative energy (zero: lowest compared OMol25 entry of this formula, charge and spin) is 52.6 kcal per mole. Its lowest unoccupied orbital energy is 3.816 eV. The calculated total energy is -1008.09292 a.u. The value obtained for the HOMO-LUMO gap is 7.9 eV. The SMILES is N[P@](=O)([O-])Cl. The total charge is -1.

Each line ends with the natural charge from an NBO analysis.
Atoms and positions in Å:
N -1.040 0.242 0.008  -1.238
P 0.495 -0.228 -0.398  2.090
O 0.837 -0.266 -1.835  -1.116
O 0.542 -1.752 0.727  -1.150
Cl 1.789 1.070 0.494  -0.396
H -1.447 1.202 0.102  0.384
H -1.176 -0.269 0.903  0.426

=====

# 5
DFT (the ωB97M-V functional and the def2-TZVPD basis) results for ClH2O as an isolated structure in a non-equilibrium geometry.

The value obtained for the relative energy (zero: lowest compared OMol25 entry of this formula, charge and spin) is 13.0 kcal per mole. Its lowest unoccupied orbital energy is 4.946 eV. The calculated total energy is -536.69516 a.u. The value obtained for the HOMO-LUMO gap is 8.8 eV. The total charge is -1.

Each line ends with the natural charge from an NBO analysis.
Atoms and positions in Å:
O 0.227 0.413 -0.752  -1.020
H 0.801 -0.382 -0.837  0.440
H -0.122 0.370 0.167  0.445
Cl -0.907 -0.401 1.423  -0.865

=====

# 6
DFT (the ωB97M-V functional and the def2-TZVPD basis) results for a 2-piece molecular cluster, ClH2OP overall in a non-equilibrium geometry.

The value obtained for the relative energy (zero: lowest compared OMol25 entry of this formula, charge and spin) is 49.7 kcal per mole. Its lowest unoccupied orbital energy is -2.251 eV. The calculated total energy is -877.92752 a.u. The value obtained for the HOMO-LUMO gap is 7.2 eV.

Each line ends with the natural charge from an NBO analysis.
Atoms and positions in Å:
O -1.147 0.557 0.260  -0.955
P -0.230 -0.729 0.057  1.076
Cl 2.663 0.063 -0.237  -0.609
H -1.557 0.646 1.152  0.527
H 0.270 -0.537 -1.232  -0.040